{
  "formula": "C3H35N3O12",
  "method": "wB97M-V/def2-TZVPD",
  "charge": 0,
  "lumo_energy_ev": 0.069,
  "energy_ha": -1202.49395,
  "largest_force_ev_per_a": 3.1,
  "orbital_gap_ha": 0.333,
  "homo_energy_ha": -0.331,
  "elements": ["C", "N", "C", "N", "C", "N", "H", "H", "H", "H", "H", "H", "H", "H", "H", "H", "H", "H", "H", "O", "H", "H", "O", "H", "H", "O", "H", "H", "O", "H", "H", "O", "H", "H", "O", "H", "H", "O", "H", "H", "O", "H", "H", "O", "H", "H", "O", "H", "H", "O", "H", "H", "O"],
  "coordinates": [[1.0153, 1.6579, 0.2127], [0.7767, 0.6133, -0.7966], [-0.2040, -0.3744, -0.2987], [0.0940, -1.7066, -0.8906], [2.3050, 2.4570, -0.1477], [3.5412, 1.6976, 0.1167], [1.0845, 1.2408, 1.2399], [0.1467, 2.3030, 0.1919], [1.6514, 0.1094, -1.0141], [-1.2286, 0.0266, -0.5943], [-0.1806, -0.5195, 0.8281], [-0.5584, -2.4685, -0.4842], [-0.0920, -1.6942, -1.8914], [2.3078, 2.7759, -1.2657], [2.3734, 3.3775, 0.4890], [3.6479, 0.8994, -0.5609], [3.5002, 1.3113, 1.0099], [-1.8629, 1.5616, 1.3793], [-1.2645, 0.4788, 2.3925], [-2.1102, 0.8658, 2.0186], [-3.7049, 0.0150, -0.8005], [-3.2709, 1.4982, -1.1171], [-3.7458, 0.7266, -1.4621], [3.5661, -1.0811, -2.6973], [4.6941, -0.6235, -1.8643], [3.7673, -0.7716, -1.8297], [0.9974, -0.2208, 2.6930], [-0.0655, -1.2468, 2.9162], [0.0859, -0.3017, 3.0232], [-0.8946, -3.0137, 1.6625], [-0.6095, -3.5011, 3.0505], [-0.2846, -2.8873, 2.3927], [-1.2475, -0.1608, -2.6691], [-2.6552, 0.4723, -2.7827], [-1.8371, 0.3054, -3.2895], [-2.5131, -3.7351, -0.2059], [-2.6177, -2.3460, 0.5723], [-2.1881, -3.1916, 0.5167], [2.6601, -0.9512, 1.4804], [3.1500, -0.6239, 2.9327], [2.6422, -0.2917, 2.2107], [1.8258, -2.1872, 0.0103], [3.2146, -1.6705, -0.4418], [2.7804, -2.1266, 0.2744], [-4.3930, -0.8916, 1.1371], [-2.9255, -0.2189, 1.1918], [-3.5203, -0.8620, 0.6841], [-1.5139, 2.6025, -1.1607], [-2.5363, 3.5262, -0.3565], [-2.1855, 2.6268, -0.3729], [0.1239, 2.0372, -2.1627], [-1.1431, 1.9124, -2.9783], [-0.5986, 2.5693, -2.4918]]
}